Record 1
Below is a cluster of 3 separate species, C21H54ClN7O5P2S in total, with properties calculated with ωB97M-V with the def2-TZVPD basis set.

Cartesian coordinates (Å):
C 6.46 2.77 0.76
C 5.31 1.72 0.94
C 4.02 2.01 0.10
Cl 2.72 0.83 0.65
C 3.50 3.50 0.15
C 2.90 3.79 -1.30
O 2.25 5.07 -1.40
S 0.88 5.16 -0.47
O 1.03 6.40 0.35
O -0.38 5.16 -1.25
C 0.96 3.72 0.68
C -0.21 3.75 1.75
C -1.00 2.38 1.64
N -1.78 2.32 0.38
C 2.42 3.76 1.30
H 7.38 2.51 1.33
H 6.70 2.81 -0.34
H 6.17 3.79 1.12
H 5.07 1.53 2.02
H 5.71 0.74 0.56
H 4.20 1.74 -0.98
H 4.30 4.26 0.29
H 2.23 2.93 -1.56
H 3.73 3.75 -2.05
H 0.83 2.77 0.10
H 0.22 3.76 2.79
H -0.94 4.57 1.58
H -0.21 1.59 1.55
H -1.61 2.17 2.55
H -2.19 3.23 0.17
H -2.52 1.63 0.49
H 2.55 3.10 2.19
H 2.57 4.81 1.66
O -0.90 -0.75 4.00
P -0.94 -2.08 3.22
N -2.39 -2.60 3.97
C -2.65 -3.80 4.73
C -3.57 -1.75 3.84
N 0.47 -2.69 4.00
C 0.44 -3.55 5.17
C 1.54 -1.70 4.17
N -0.98 -3.50 2.20
C -2.18 -3.97 1.52
C 0.23 -4.17 1.73
H -3.62 -4.23 4.46
H -2.68 -3.58 5.81
H -1.93 -4.59 4.55
H -4.00 -1.82 2.84
H -3.33 -0.70 4.04
H -4.35 -2.03 4.56
H -0.16 -3.12 5.98
H 1.45 -3.72 5.56
H 0.08 -4.54 4.91
H 1.38 -1.08 5.06
H 1.61 -1.04 3.31
H 2.51 -2.19 4.27
H -2.57 -4.86 2.01
H -1.99 -4.22 0.47
H -2.96 -3.21 1.50
H 0.46 -5.03 2.36
H 1.09 -3.51 1.72
H 0.12 -4.53 0.70
O -3.21 -1.04 -2.60
P -2.31 -0.29 -3.60
N -2.51 -1.42 -4.87
C -1.52 -2.16 -5.61
C -3.86 -1.71 -5.32
N -0.87 -0.52 -2.67
C 0.08 -1.58 -2.92
C -1.05 -0.37 -1.23
N -1.41 0.77 -4.66
C -1.83 1.08 -6.02
C -0.34 1.65 -4.19
H -1.75 -2.17 -6.69
H -1.46 -3.20 -5.27
H -0.52 -1.73 -5.56
H -4.27 -0.89 -5.92
H -4.54 -1.88 -4.48
H -3.91 -2.61 -5.94
H -0.40 -2.57 -2.94
H 0.85 -1.61 -2.15
H 0.62 -1.42 -3.85
H -1.44 -1.29 -0.77
H -1.75 0.44 -1.01
H -0.11 -0.11 -0.74
H -1.19 0.56 -6.74
H -1.77 2.15 -6.24
H -2.86 0.80 -6.21
H 0.63 1.18 -4.37
H -0.44 1.87 -3.13
H -0.35 2.62 -4.70

Record 2
Below is a cluster of 2 separate species, C4H4NO in total, with properties calculated with ωB97M-V with the def2-TZVPD basis set.

Its total charge is +1.

Cartesian coordinates (Å):
C -1.10 -0.44 0.55
C 2.02 0.06 -0.32
C -1.74 0.46 -0.10
C -0.57 -1.34 1.18
N 1.81 0.99 -1.05
O 1.89 -0.52 0.68
H -1.33 1.01 -0.97
H -2.71 0.90 0.34
H 1.84 0.98 -2.08
H -0.11 -2.10 1.77

Q: Which E values were calculated for the entries above? A: -3132.9155; -284.3685, in Eh.
Q: Which strongest force on any atom values were calculated for the entries above? A: 7.17; 5.22, in eV/A.